Record 1
{
  "formula": "C29H36Br3N7",
  "method": "the ωB97M-V functional and the def2-TZVPD basis",
  "homo_ev": -7.89,
  "e_tot_ev": -251212.0690,
  "orbital_gap_ev": 7.973,
  "relative_energy_kj_mol": 0.0,
  "fmax_ev_per_a": 3.5,
  "species": ["C", "Br", "Br", "Br", "H", "N", "C", "C", "C", "C", "H", "H", "H", "H", "H", "N", "C", "C", "C", "C", "H", "H", "H", "H", "H", "N", "C", "C", "C", "C", "H", "H", "H", "H", "H", "N", "C", "C", "C", "C", "H", "H", "H", "H", "H", "N", "C", "C", "C", "C", "H", "H", "H", "H", "H", "N", "C", "C", "C", "C", "H", "H", "H", "H", "H", "N", "C", "C", "C", "C", "H", "H", "H", "H", "H"],
  "coordinates": [[-1.034, -4.042, -2.121], [-2.618, -4.998, -1.395], [-0.899, -4.035, -4.015], [0.525, -4.819, -1.381], [-1.145, -2.990, -1.804], [5.090, -1.585, -3.088], [3.914, -1.737, -2.345], [4.254, -2.236, -1.136], [5.650, -2.436, -1.188], [6.151, -2.023, -2.363], [5.177, -1.251, -4.048], [2.959, -1.655, -2.831], [3.632, -2.617, -0.361], [6.231, -3.018, -0.483], [7.181, -2.062, -2.725], [-3.067, 2.945, 2.625], [-2.663, 3.288, 1.321], [-1.672, 2.468, 0.957], [-1.387, 1.577, 2.077], [-2.296, 1.958, 3.076], [-3.487, 3.649, 3.201], [-3.196, 3.963, 0.659], [-1.201, 2.610, -0.014], [-0.638, 0.806, 1.993], [-2.352, 1.531, 4.090], [-5.144, -0.298, -1.011], [-4.945, 1.052, -0.839], [-4.884, 1.538, -2.131], [-4.920, 0.450, -3.068], [-5.079, -0.718, -2.285], [-5.118, -0.907, -0.236], [-4.786, 1.491, 0.111], [-4.840, 2.583, -2.406], [-4.865, 0.453, -4.175], [-5.234, -1.702, -2.635], [5.542, 0.851, -0.944], [4.638, 1.902, -1.091], [5.103, 2.954, -0.338], [6.328, 2.535, 0.216], [6.602, 1.230, -0.222], [5.280, -0.107, -1.172], [3.696, 1.774, -1.594], [4.504, 3.871, -0.177], [7.028, 3.070, 0.848], [7.316, 0.460, 0.006], [-4.356, -0.320, 2.093], [-4.139, -1.660, 1.734], [-5.319, -2.264, 1.800], [-6.341, -1.267, 2.055], [-5.676, -0.091, 2.209], [-3.597, 0.408, 2.024], [-3.148, -1.876, 1.418], [-5.464, -3.314, 1.700], [-7.383, -1.438, 2.292], [-5.966, 0.861, 2.598], [3.441, 1.058, 2.228], [2.210, 0.448, 1.997], [1.817, -0.132, 3.219], [2.851, 0.133, 4.161], [3.847, 0.753, 3.473], [4.127, 1.376, 1.534], [1.626, 0.567, 1.089], [0.829, -0.635, 3.323], [2.778, -0.211, 5.178], [4.843, 0.995, 3.826], [-1.529, 0.445, -2.110], [-0.214, 0.696, -2.434], [0.564, 0.030, -1.565], [-0.294, -0.518, -0.617], [-1.606, -0.270, -0.985], [-2.279, 0.839, -2.653], [0.013, 1.343, -3.265], [1.632, 0.013, -1.528], [-0.078, -1.114, 0.208], [-2.517, -0.622, -0.564]]
}

---

Record 2
{
  "formula": "C29H36Cl2N4O2P2W",
  "method": "the ωB97M-V functional and the def2-TZVPD basis",
  "homo_ev": [-12.67, -12.75],
  "e_tot_ev": -86132.8280,
  "orbital_gap_ev": [3.802, 4.054],
  "multiplicity": 3,
  "total_charge": 2,
  "relative_energy_kj_mol": 38.5,
  "fmax_ev_per_a": 5.1,
  "species": ["W", "C", "C", "C", "C", "C", "C", "C", "C", "C", "H", "H", "H", "H", "H", "H", "H", "H", "H", "H", "H", "H", "H", "H", "H", "P", "P", "N", "N", "N", "N", "C", "C", "C", "C", "C", "C", "C", "C", "C", "C", "C", "C", "C", "C", "C", "C", "C", "C", "H", "H", "H", "H", "H", "H", "H", "H", "H", "H", "H", "H", "H", "H", "H", "H", "H", "H", "H", "H", "Cl", "C", "Cl", "C", "O", "O", "H"],
  "coordinates": [[-1.472, -0.683, -0.596], [0.567, -3.988, -2.156], [1.625, -3.251, -1.781], [2.465, -2.417, -2.693], [1.764, -1.534, -3.758], [0.380, -1.022, -3.445], [-0.746, -1.756, -3.415], [-0.839, -3.102, -4.096], [0.114, -4.200, -3.558], [-2.242, 1.051, 0.944], [0.002, -4.580, -1.439], [2.084, -3.438, -0.800], [3.168, -3.074, -3.225], [3.092, -1.776, -2.061], [2.400, -0.645, -3.900], [1.809, -2.079, -4.708], [0.300, 0.069, -3.423], [-1.717, -1.322, -3.095], [-0.655, -2.997, -5.180], [-1.874, -3.453, -3.975], [-0.446, -5.151, -3.575], [0.966, -4.314, -4.243], [-3.080, 0.304, 0.824], [-2.643, 2.033, 0.665], [-1.995, 1.112, 2.025], [-0.381, 1.432, -0.370], [0.939, 0.824, 1.683], [-1.727, 1.797, -1.607], [-0.198, 3.349, -0.290], [0.219, -0.861, 1.442], [1.863, 0.207, 3.080], [1.354, 1.022, -0.965], [2.150, 0.661, 0.318], [-2.773, 0.714, -1.587], [-3.351, 0.819, -2.948], [-2.727, 1.845, -3.624], [-1.682, 2.371, -2.832], [-1.208, 4.267, -0.028], [-0.661, 5.551, -0.047], [0.728, 5.414, -0.341], [0.984, 4.048, -0.456], [-1.194, -1.002, 1.555], [-1.565, -2.283, 1.009], [-0.333, -2.888, 0.656], [0.706, -1.982, 0.828], [2.587, -0.971, 3.229], [3.139, -1.009, 4.506], [2.739, 0.190, 5.169], [1.953, 0.908, 4.277], [1.798, 1.860, -1.520], [1.326, 0.198, -1.693], [2.621, -0.341, 0.275], [2.947, 1.403, 0.498], [-3.609, 0.987, -0.911], [-4.240, 0.273, -3.242], [-2.977, 2.228, -4.607], [-0.947, 3.118, -3.099], [-2.219, 3.940, 0.163], [-1.190, 6.471, 0.133], [1.457, 6.191, -0.470], [1.909, 3.530, -0.631], [-1.676, -0.635, 2.445], [-2.558, -2.729, 1.096], [-0.247, -3.878, 0.265], [1.752, -2.100, 0.597], [2.661, -1.677, 2.419], [3.760, -1.799, 4.904], [2.975, 0.486, 6.180], [1.432, 1.847, 4.367], [-3.064, 0.802, 6.907], [-1.383, 1.043, 6.437], [-0.268, -0.134, 7.160], [-1.294, 0.903, 4.868], [-0.895, 1.964, 4.326], [-1.589, -0.202, 4.385], [-1.068, 2.039, 6.753]]
}

---

Record 3
{
  "formula": "C29H36ClF16IN5O20P2S",
  "method": "the ωB97M-V functional and the def2-TZVPD basis",
  "homo_ev": -12.16,
  "e_tot_ev": -172565.8372,
  "orbital_gap_ev": 7.924,
  "total_charge": 1,
  "relative_energy_kj_mol": 0.0,
  "fmax_ev_per_a": 1.7,
  "species": ["C", "C", "O", "O", "C", "O", "C", "C", "C", "I", "N", "C", "O", "C", "F", "F", "C", "F", "F", "C", "F", "F", "C", "O", "O", "C", "C", "N", "S", "O", "O", "C", "F", "F", "C", "F", "F", "C", "F", "F", "C", "F", "F", "F", "C", "C", "O", "N", "C", "O", "F", "P", "O", "Cl", "N", "N", "C", "P", "O", "O", "O", "H", "H", "H", "H", "H", "H", "H", "H", "H", "H", "H", "H", "H", "H", "H", "H", "H", "H", "H", "H", "C", "C", "O", "C", "O", "O", "C", "H", "H", "H", "H", "H", "H", "H", "H", "C", "C", "O", "C", "O", "O", "C", "H", "H", "H", "H", "H", "H", "H", "H"],
  "coordinates": [[-4.116, 2.859, 4.329], [-4.644, 1.672, 3.609], [-5.207, 0.775, 4.131], [-4.509, 1.657, 2.212], [-3.311, 2.083, 1.720], [-3.192, 3.095, 1.100], [-2.177, 1.144, 2.015], [-1.069, 1.249, 0.996], [0.259, 1.021, 1.743], [0.768, 2.855, 2.795], [1.372, 0.463, 1.008], [2.393, -0.017, 1.950], [2.141, -0.968, 2.617], [3.647, 0.789, 2.410], [3.316, 1.144, 3.683], [3.833, 1.937, 1.735], [5.007, -0.012, 2.554], [4.929, -1.274, 2.082], [5.274, -0.114, 3.872], [6.277, 0.695, 1.961], [6.147, 0.979, 0.635], [7.272, -0.205, 2.088], [6.704, 1.966, 2.735], [7.372, 1.867, 3.706], [6.306, 3.124, 2.234], [1.271, 0.276, -0.401], [2.406, -0.537, -1.020], [3.625, -0.325, -0.299], [1.620, 2.031, -1.052], [3.012, 2.260, -0.832], [0.750, 2.995, -0.445], [1.435, 2.286, -2.896], [0.661, 3.381, -3.057], [0.805, 1.276, -3.499], [2.792, 2.549, -3.626], [2.513, 2.352, -4.940], [3.708, 1.620, -3.282], [3.325, 4.010, -3.491], [2.934, 4.572, -2.332], [2.828, 4.739, -4.507], [4.874, 4.085, -3.566], [5.314, 3.470, -4.666], [5.412, 3.516, -2.480], [5.226, 5.370, -3.598], [-0.129, -0.417, -0.712], [-0.419, -1.081, -2.061], [-1.519, -1.490, -2.252], [0.624, -1.343, -3.037], [0.815, -2.701, -3.325], [0.378, -3.306, -4.228], [1.636, -3.235, -2.439], [0.234, -2.095, 0.454], [-0.495, -3.155, -0.506], [-1.073, -2.071, 2.029], [-1.336, 0.426, -0.305], [-2.492, -0.388, -0.095], [-1.788, 1.490, -1.323], [-2.866, 1.096, -2.753], [-3.947, 0.157, -2.502], [-1.946, 0.730, -3.984], [-3.404, 2.548, -3.064], [-4.432, 3.792, 3.882], [-3.035, 2.871, 4.405], [-4.515, 2.804, 5.330], [-1.755, 1.517, 2.945], [-2.551, 0.160, 2.249], [-1.054, 2.292, 0.727], [0.066, 0.367, 2.578], [5.826, 2.997, 1.407], [2.185, -1.588, -1.110], [2.495, -0.206, -2.045], [4.264, 0.264, -0.806], [4.096, -1.208, -0.176], [0.304, -0.923, -3.902], [-1.032, -3.787, -0.007], [-2.410, -1.342, -0.384], [-3.365, 0.077, -0.270], [-0.984, 2.132, -1.640], [-2.452, 2.153, -0.781], [-2.480, 0.238, -4.625], [-2.793, 3.019, -3.649], [3.348, -4.205, -6.959], [2.460, -5.129, -6.152], [2.119, -6.314, -6.883], [3.083, -7.232, -6.953], [4.168, -7.155, -6.442], [2.629, -8.252, -7.671], [3.581, -9.301, -7.882], [2.881, -3.973, -7.917], [3.520, -3.275, -6.416], [4.312, -4.666, -7.163], [1.514, -4.644, -5.936], [2.922, -5.400, -5.203], [3.992, -9.648, -6.937], [4.382, -8.957, -8.532], [3.039, -10.107, -8.365], [-8.623, 0.837, 5.958], [-9.240, 1.573, 7.126], [-8.776, 1.062, 8.385], [-7.552, 1.438, 8.736], [-6.822, 2.166, 8.114], [-7.271, 0.880, 9.910], [-5.957, 1.152, 10.402], [-8.796, -0.236, 6.043], [-9.052, 1.188, 5.019], [-7.547, 0.996, 5.925], [-10.318, 1.432, 7.141], [-9.047, 2.644, 7.072], [-5.766, 2.221, 10.432], [-5.212, 0.658, 9.781], [-5.920, 0.745, 11.407]]
}

---

Record 4
{
  "formula": "C29H36F9N7O4S",
  "method": "the ωB97M-V functional and the def2-TZVPD basis",
  "homo_ev": -7.50,
  "e_tot_ev": -84553.4603,
  "orbital_gap_ev": 4.692,
  "fmax_ev_per_a": 9.7,
  "species": ["C", "C", "C", "C", "N", "C", "N", "N", "C", "C", "C", "C", "O", "O", "S", "O", "O", "C", "F", "F", "C", "F", "F", "C", "F", "F", "C", "F", "F", "F", "H", "H", "H", "H", "H", "H", "H", "H", "H", "H", "H", "H", "H", "H", "H", "H", "N", "C", "C", "C", "C", "H", "H", "H", "H", "H", "N", "C", "C", "C", "C", "H", "H", "H", "H", "H", "N", "C", "C", "C", "C", "H", "H", "H", "H", "H", "N", "C", "C", "C", "C", "H", "H", "H", "H", "H"],
  "coordinates": [[-0.296, -1.254, 2.403], [-1.628, -2.142, 2.758], [-1.354, -3.658, 2.145], [-3.040, -1.495, 2.137], [-3.071, 0.016, 2.192], [-3.172, 0.394, 3.652], [-2.135, 0.525, 4.543], [-4.574, 0.724, 4.205], [-4.859, 2.105, 3.578], [-4.747, 2.069, 1.941], [-4.171, 0.618, 1.347], [-5.528, -0.353, 1.236], [-5.654, -1.305, 0.270], [-6.663, -0.272, 2.189], [-3.645, 0.896, -0.469], [-4.986, 1.274, -1.211], [-3.079, -0.399, -1.131], [-2.501, 2.362, -0.696], [-1.927, 2.229, -2.088], [-3.266, 3.649, -0.716], [-1.208, 2.368, 0.317], [-0.585, 0.998, 0.193], [-1.559, 2.593, 1.754], [-0.042, 3.458, -0.056], [-0.478, 4.550, -0.967], [0.374, 4.140, 1.227], [1.332, 2.818, -0.687], [2.200, 3.995, -1.064], [1.125, 2.061, -1.956], [2.156, 2.052, 0.320], [-0.145, -1.306, 1.242], [-0.360, -0.121, 2.696], [0.668, -1.741, 2.911], [-1.737, -2.175, 3.940], [-0.212, -3.942, 2.197], [-1.916, -4.445, 2.836], [-1.767, -3.788, 1.058], [-3.071, -1.890, 1.011], [-3.904, -2.017, 2.775], [-2.174, 0.090, 5.491], [-1.267, 1.097, 4.323], [-4.538, 0.798, 5.254], [-3.955, 2.789, 3.953], [-5.837, 2.603, 3.995], [-4.102, 2.988, 1.612], [-5.863, 2.135, 1.532], [3.911, -0.051, 1.964], [4.064, 1.195, 2.514], [4.937, 1.088, 3.574], [5.328, -0.270, 3.662], [4.682, -0.949, 2.654], [3.321, -0.272, 1.171], [3.539, 2.049, 2.107], [5.258, 1.899, 4.214], [6.008, -0.704, 4.383], [4.704, -1.993, 2.370], [3.071, 0.504, -6.130], [1.791, 0.975, -5.997], [1.762, 1.830, -4.918], [3.072, 1.881, -4.385], [3.861, 1.055, -5.154], [3.385, -0.147, -6.838], [1.012, 0.662, -6.679], [0.891, 2.361, -4.555], [3.405, 2.458, -3.532], [4.913, 0.812, -5.090], [7.999, 0.187, -4.757], [9.041, 0.339, -5.633], [9.471, 1.645, -5.561], [8.663, 2.302, -4.603], [7.764, 1.378, -4.120], [7.483, -0.670, -4.603], [9.387, -0.493, -6.232], [10.281, 2.077, -6.135], [8.730, 3.339, -4.298], [6.979, 1.466, -3.381], [-5.439, -4.112, -0.207], [-5.115, -4.650, 1.011], [-4.840, -5.986, 0.827], [-4.997, -6.263, -0.552], [-5.365, -5.087, -1.167], [-5.692, -3.146, -0.372], [-5.110, -4.038, 1.903], [-4.555, -6.686, 1.602], [-4.857, -7.217, -1.044], [-5.581, -4.862, -2.203]]
}